The following is a quantum chemistry calculation of a structure of composition C35H26BaIN2O4P, from OMol25.

```
70
Properties=species:S:1:pos:R:3:forces:R:3
C -4.021799 1.529565 -1.096507 -0.1 0.1 0.1
C -5.834432 3.031720 -0.948707 -0.7 0.7 0.7
C 0.676694 -2.148283 4.767661 0.2 -0.1 0.0
H -1.732051 2.714167 -5.534183 0.0 0.0 0.1
H 3.812154 -1.412078 3.597256 0.0 -0.1 0.0
C -0.111754 -2.010584 5.903233 -0.1 0.1 -0.2
C -2.738423 1.005854 -0.557429 0.1 -0.2 0.3
C 3.143727 0.192620 1.182119 0.1 -0.1 0.0
C -0.921149 2.074884 -5.200840 0.1 -0.1 0.3
H -1.635472 2.035253 -3.191678 0.1 -0.1 0.0
N -6.554265 4.130569 -0.203482 1.0 0.0 -0.8
Ba -0.173982 0.391531 -0.674197 3.2 -0.6 0.4
H 0.403311 0.912915 3.031492 0.0 0.0 0.0
C 2.673789 -2.812556 2.422264 0.2 -0.1 0.1
H -4.039600 0.213547 -2.783795 0.0 0.0 0.0
C 3.759903 -2.424919 3.208763 0.1 0.0 0.1
H 3.592767 -6.029301 1.818838 0.0 0.0 0.0
C -0.836915 1.651518 -3.840910 -0.3 0.2 0.1
C 1.763727 2.353740 2.229608 0.0 -0.1 0.0
H 3.976913 -1.524074 -4.572930 0.0 0.0 0.0
C -1.350627 -1.387950 5.795908 0.1 0.0 0.0
H 2.012487 0.771725 -7.612203 0.0 0.0 0.0
H -4.252799 2.977907 0.489662 0.0 0.0 0.0
H -2.366304 -0.197455 2.173094 0.0 0.0 0.1
N -1.448247 -0.619486 2.160929 0.1 -0.2 0.2
H -1.974175 -1.260890 6.673013 0.0 0.0 0.0
H 3.702507 -0.639554 0.768155 0.0 0.0 0.0
C 3.107345 -0.395668 -6.213882 0.1 -0.2 0.2
H 4.518473 1.633625 0.396431 0.0 0.0 0.0
C 0.030161 1.678838 -6.083631 0.2 -0.1 -0.1
C 1.095494 0.836292 -5.657219 -0.1 0.2 -0.3
H -7.304592 3.003169 -2.490835 0.0 0.0 0.0
C 1.980433 -0.043793 1.921464 0.1 0.1 0.2
C 0.256236 -1.679143 3.524110 0.2 0.0 0.2
O -2.471201 -0.235798 -0.700122 -1.4 0.7 0.1
H -2.781095 -0.480704 4.469780 0.0 0.0 0.0
C -4.661255 2.557492 -0.418162 0.2 -0.1 0.0
H 3.278822 3.577056 1.320390 0.0 0.0 0.0
C 3.613807 1.481962 0.972483 -0.1 0.0 0.0
P 1.279462 -1.741754 1.999658 -0.4 0.2 -0.2
O -7.465263 4.682086 -0.777546 -0.4 -0.1 0.1
H 0.243778 -2.377615 6.857465 0.0 0.0 0.0
C 0.151649 0.843302 -3.315046 0.5 -0.2 -1.0
C 2.630408 -4.112871 1.921909 0.1 -0.1 0.0
O -6.098139 4.465343 0.866173 -0.1 -0.1 0.3
C -4.552453 1.019969 -2.275913 -0.2 0.0 0.0
C 4.715837 -4.626417 3.001099 0.0 0.1 0.0
C 3.642457 -5.022579 2.214854 -0.1 0.2 0.0
H 1.648379 -2.624434 4.853876 -0.1 0.0 0.0
H -1.427100 -1.340245 1.447026 -0.1 0.0 0.1
H -6.136256 1.170351 -3.719741 0.0 0.0 0.0
C -5.726647 1.550914 -2.793428 0.0 0.1 0.0
C -1.015375 -1.107272 3.428363 -0.3 0.3 -0.6
C 2.088284 0.422386 -6.587883 -0.2 0.1 0.1
C 1.299867 1.058977 2.448050 0.1 0.1 0.0
I 2.401636 -1.241866 -2.053464 0.3 -0.3 -0.1
C 2.226666 -0.452445 -3.993037 -0.3 0.2 0.0
C -1.804513 -0.944127 4.561182 0.1 -0.1 0.2
C 3.180798 -0.858982 -4.874227 -0.1 0.2 -0.5
H -0.004408 1.991031 -7.123125 0.0 0.0 0.1
H 5.509954 -5.328279 3.224362 0.0 0.0 0.0
H 5.616393 -3.015299 4.106131 0.0 0.0 0.0
C -6.386515 2.572144 -2.120236 0.0 -0.3 -0.3
C 1.135365 0.422924 -4.300185 0.1 -0.2 0.4
H 1.216960 3.190779 2.645568 0.0 0.0 0.0
O -1.913628 1.830321 -0.037550 -2.1 0.3 0.1
H 3.857777 -0.706751 -6.929770 0.0 0.0 0.0
C 4.776854 -3.325817 3.496336 -0.1 0.0 -0.1
C 2.919064 2.569857 1.489926 0.0 -0.1 0.0
H 1.800098 -4.417343 1.293233 0.0 0.0 0.0
```
Forces are in eV/Å.

Output
energy relative to the best compared isomer or geometry (same formula, charge and spin): 1.334 eV
LUMO: -0.23 eV
net charge: 0
HOMO energy: -7.529 eV
spin multiplicity: 1
M: 833.809 g mol⁻¹

The following is a quantum chemistry calculation of a structure of composition C35H26BaIN2O4P, from OMol25.

```
70
Properties=species:S:1:pos:R:3:forces:R:3
H -0.788445 6.536132 1.906391 0.0 0.0 0.0
I 1.598478 0.536965 2.401815 0.0 0.0 0.0
H -3.454994 -7.913841 0.294860 0.0 0.0 0.0
C -1.772025 -1.223611 1.635220 0.0 0.0 0.0
H -3.331408 -1.651625 -1.341514 0.0 0.0 0.0
O 2.363330 -2.606865 -8.508636 0.0 0.0 0.0
H 3.151686 -3.666732 3.223691 0.0 0.0 0.0
H 0.444783 6.158848 3.968875 0.0 0.0 0.0
C -2.634058 -4.639606 0.647231 0.0 0.0 0.0
H -0.840103 -4.949855 2.405583 0.0 0.0 0.0
C 1.646637 2.989762 4.111094 0.0 0.0 0.0
C 0.146272 -0.302985 -5.087089 0.0 0.0 0.0
C 1.175429 -1.126579 -5.519354 0.0 0.0 0.0
H 1.156173 -5.007427 3.840300 0.0 0.0 0.0
C -4.315209 -6.578812 1.738576 0.0 0.0 0.0
C -2.141546 -1.845881 0.440691 -0.1 0.0 0.0
C -4.330876 -5.283626 2.236219 0.0 0.0 0.0
H -4.968548 -7.330298 2.162378 0.0 0.0 0.0
C -0.607055 5.514266 1.593961 0.0 0.0 0.0
H -4.995737 -5.022570 3.049471 0.0 0.0 0.0
H -1.583596 0.809679 -5.629515 0.0 0.0 0.0
P -1.467444 -3.464755 -0.122672 0.0 0.0 0.0
C -2.637657 -5.939576 0.142765 0.0 0.0 0.0
H -4.280250 0.536080 -0.712082 0.0 0.0 0.0
H -1.055203 -1.703033 2.290809 0.0 0.0 0.0
C -0.004628 -3.592717 0.975311 0.0 0.0 0.0
N 1.120892 -2.017145 -0.511264 0.0 0.0 0.0
H -1.442446 0.197287 -8.041021 0.0 0.0 0.0
C 0.389027 3.324172 2.027169 0.0 0.0 0.0
H 2.044666 -1.714020 -0.794957 0.0 0.0 0.0
C -1.085140 5.047682 0.406671 0.0 0.0 0.0
O 3.101718 -2.761831 -6.494326 0.0 0.0 0.0
C -3.198178 0.654768 1.141495 0.0 0.0 0.0
H -1.249065 3.395275 -0.938223 0.0 0.0 0.0
C 0.649848 5.134002 3.681335 0.0 0.0 0.0
Ba -0.341342 0.560744 -0.676456 0.0 0.0 0.0
H 1.911567 -1.493790 -4.821049 0.0 0.0 0.0
C -3.491886 -4.318897 1.696526 0.0 0.0 0.0
H -1.967025 0.501663 2.894322 0.0 0.0 0.0
H 0.402129 -1.289610 -8.818188 0.0 0.0 0.0
C 0.030962 -4.368324 2.130956 0.0 0.0 0.0
C -0.792824 0.169406 -5.995889 0.0 0.0 0.0
C -3.581746 0.042846 -0.048473 0.0 0.0 0.0
H -1.986487 -6.193632 -0.685822 0.0 0.0 0.0
H -3.508986 -3.313585 2.098288 0.0 0.0 0.0
C -0.710218 -0.175329 -7.337582 0.0 0.0 0.0
C 1.154651 -4.402805 2.943523 0.0 0.0 0.0
C 1.160573 2.533903 2.920613 0.0 0.0 0.0
C -3.465872 -6.906993 0.691339 0.0 0.0 0.0
H 2.231295 2.346539 4.754456 0.0 0.0 0.0
C 0.310408 -1.000317 -7.782171 0.0 0.0 0.0
O 0.938543 -0.359805 -2.845785 0.0 0.0 -0.1
C 1.138587 -2.857061 0.623179 0.0 0.0 0.0
H -3.585595 1.629968 1.404686 0.0 0.0 0.0
H 1.763493 4.685614 5.441271 0.0 0.0 0.0
C -3.050401 -1.194743 -0.398964 0.0 0.0 0.0
C 0.046466 0.068244 -3.629122 0.0 0.0 0.0
H 3.140264 -2.316730 1.163043 0.0 0.0 0.0
C -0.832155 3.704510 0.029852 0.0 0.0 0.0
C 1.380091 4.320820 4.497216 0.0 0.0 0.0
C 0.146357 4.663388 2.443873 0.0 0.0 0.0
C 1.232710 -1.460255 -6.858034 0.0 0.0 0.0
C -2.290161 0.020057 1.980559 0.0 0.0 0.0
H -1.654534 5.700324 -0.245405 0.0 0.0 0.0
C 2.263407 -2.891083 1.441458 0.0 0.0 0.0
C 2.269045 -3.654073 2.597674 0.0 0.0 0.0
H 0.667029 -2.423661 -1.323781 0.0 0.0 0.0
O -0.931575 0.774164 -3.265305 0.0 0.0 0.0
C -0.112614 2.810990 0.791778 0.0 0.1 0.1
N 2.318576 -2.345062 -7.323017 0.0 0.0 0.0
```
Forces are in eV/Å.

Output
energy relative to the best compared isomer or geometry (same formula, charge and spin): 0.000 eV
LUMO: -0.17 eV
net charge: 0
HOMO energy: -7.617 eV
spin multiplicity: 1
M: 833.809 g mol⁻¹

The following is a quantum chemistry calculation of a structure of composition C35H26FeN8O2S, from OMol25.

```
73
Properties=species:S:1:pos:R:3:forces:R:3
N 0.193138 1.796154 0.210344 -0.1 0.3 -0.1
C -0.736613 3.642590 1.593793 -0.1 0.1 0.1
H -2.391937 -0.156681 -6.178241 0.0 0.0 0.0
H 2.863013 5.190904 -1.458973 0.0 0.0 0.0
C -0.292335 -0.806384 3.075542 0.0 0.0 0.2
N -1.651385 -0.142231 -3.652701 0.1 0.0 0.0
N -0.044654 -0.149985 -1.913436 0.0 0.1 -0.4
C 3.146763 -0.693674 -0.364386 0.1 0.0 0.0
H -2.458179 -0.197152 1.924193 0.0 0.0 -0.1
C -2.812516 -0.076389 0.909726 0.1 0.0 0.1
C -1.182733 0.767256 4.643468 0.0 0.1 0.0
C 4.666354 0.966540 -1.169543 0.0 0.1 0.0
O 1.850274 -2.309936 1.756120 0.1 0.1 0.0
H 2.944972 -1.723462 -0.132136 -0.1 -0.1 0.1
C 4.422588 -0.331443 -0.844316 -0.1 -0.1 0.1
H -1.278645 -6.185532 -1.387625 0.0 0.0 0.0
C -0.529928 1.387348 2.410661 0.1 0.0 -0.2
H 1.556260 -0.455544 -7.811317 0.0 0.0 0.0
C -0.794369 -0.235667 -4.762136 0.0 0.0 0.2
N 0.214666 -2.276747 0.170093 -0.1 -0.3 -0.1
C -0.364817 2.338112 1.339542 0.0 -0.3 0.2
C -1.414074 3.126687 3.868697 0.0 -0.1 0.0
C 1.502933 3.705251 -0.696015 0.1 0.2 -0.1
C -1.246272 -0.082416 -2.349803 -0.1 0.0 0.3
C 3.801039 3.295178 -1.354018 0.0 -0.1 0.0
H -0.665181 4.389962 0.819101 0.0 0.0 0.0
C -0.634461 -3.005447 -0.615207 0.0 0.1 -0.1
H -1.815492 3.427179 4.827505 0.0 0.0 0.0
C 0.579381 -0.332710 -4.572714 0.0 0.0 0.0
C 1.131086 -2.932277 0.973795 0.0 0.0 -0.1
C -0.808377 -0.509351 4.355378 0.1 -0.1 -0.1
H -5.648297 0.396650 -0.854121 0.0 0.0 0.0
C 1.245443 -4.384435 0.878558 0.0 0.0 0.1
C -4.601413 0.252279 -0.624713 0.1 0.0 0.0
H 0.425258 -6.138397 -0.012667 0.0 0.0 0.0
H 0.004291 -1.813393 2.836631 0.1 0.0 0.0
C -0.475097 -0.312933 -7.143173 0.0 0.0 0.0
C -1.498210 -5.121619 -1.458261 0.0 0.0 0.0
H 5.635936 1.278630 -1.539468 0.0 0.0 0.0
H 5.180568 -1.095724 -0.945418 0.0 0.0 0.0
N -1.894007 -0.083167 -0.051876 -0.1 -0.1 -0.1
Fe 0.142250 -0.161656 0.123595 0.1 -0.1 0.1
C -3.653704 0.237195 -1.637615 -0.1 0.0 0.1
O -1.505627 -2.515005 -1.336438 0.0 -0.2 0.0
C 1.303527 2.387741 -0.347431 0.1 -0.3 0.0
H -3.980324 0.384890 -2.655854 0.0 0.0 0.0
H -1.534401 5.055968 3.006210 0.0 0.0 0.0
H -1.577852 1.027558 5.618311 0.0 0.0 0.0
S 1.296971 -0.406942 -2.959802 -0.3 0.0 0.2
C 0.892812 -0.395736 -6.959655 0.0 0.0 0.0
H -4.855839 0.069508 1.507334 0.0 0.0 0.0
N 2.168865 0.164040 -0.193057 0.1 0.2 0.0
N -0.145332 0.096679 2.136340 0.0 0.2 0.0
H 4.752501 3.638824 -1.738390 0.0 0.0 0.0
H -0.891170 -1.303514 5.084229 0.0 0.0 0.0
N -0.545958 -4.405017 -0.629988 0.0 0.0 0.0
H -2.517290 -4.936671 -1.121120 0.0 0.0 0.0
H 2.006704 -4.874198 1.464235 0.0 0.0 0.0
C -2.323109 0.044997 -1.316404 0.4 0.0 -0.3
H -0.895163 -0.309055 -8.139431 0.0 0.0 0.0
C 3.638321 1.925519 -1.019873 0.1 0.0 -0.1
H -1.425064 -4.798577 -2.494904 0.0 0.0 0.0
H -2.633521 -0.215413 -3.838050 0.0 -0.1 0.0
H 2.487965 -0.471066 -5.517869 0.0 0.0 0.0
C -1.049493 1.771943 3.656937 -0.1 0.0 0.1
C -1.319343 -0.228743 -6.041113 0.1 0.0 -0.1
C -1.251440 4.021539 2.853849 0.0 0.0 -0.2
C 0.402819 -5.061684 0.094868 0.0 0.1 0.0
H 0.694810 4.416271 -0.620414 0.0 0.0 0.0
C 2.750851 4.147027 -1.192864 -0.2 0.0 0.0
C 2.403165 1.478798 -0.529276 -0.2 -0.1 0.0
C 1.417905 -0.403014 -5.670839 -0.1 0.0 -0.1
C -4.169702 0.075972 0.672792 0.0 0.0 0.0
```
Forces are in eV/Å.

Output
energy relative to the best compared isomer or geometry (same formula, charge and spin): 0.000 eV
LUMO: 0.01 eV
net charge: 0
HOMO energy: -6.414 eV
spin multiplicity: 1
M: 678.559 g mol⁻¹

> Which value of net charge does entry 2 give?

0